1.
The following is a DFT calculation (the ωB97M-V functional and the def2-TZVPD basis) of 7 unconnected molecules or ions with the total composition H14O7 at a distorted geometry.

Energy above the lowest of the compared OMol25 structures with the same formula, charge and spin: 32.1 kcal/mol
Highest occupied orbital energy: -10.70 eV
Charge: 0
Energy: -14560.070 eV
Frontier orbital gap: 11.0388 eV

Positions of all 21 atoms, in Å:
O: 4.7823 -8.2646 7.8122
O: 3.2641 -6.9018 5.6593
O: 3.1002 -9.4635 3.8173
O: 0.3787 -8.3901 4.0815
O: 4.5991 -5.0704 7.5689
O: 3.0205 -10.5644 6.6097
O: 0.5599 -5.5058 5.1214
H: 1.2240 -8.1806 3.7496
H: 3.0841 -7.3042 4.7949
H: 0.0287 -7.6753 4.6120
H: 3.3772 -9.9064 7.1852
H: 2.9013 -10.2067 3.3034
H: 3.7659 -11.1611 6.3529
H: 4.7093 -4.3449 8.1693
H: 1.3401 -5.8760 5.5408
H: 5.6290 -7.7838 7.7555
H: 0.6567 -4.8962 4.3712
H: 3.9085 -6.1694 5.4875
H: 4.2679 -7.9086 7.0581
H: 3.0413 -9.7653 4.7752
H: 4.0016 -5.7049 7.9773

Forces on atoms 1 to 2 (eV/Å):
O 0.1 0.5 -0.5
O 0.6 0.9 -0.3

2.
The following is a DFT calculation (the ωB97M-V functional and the def2-TZVPD basis) of 3 unconnected molecules or ions with the total composition C54H62BrFINO12S2 at a distorted geometry.

Highest occupied orbital energy: -9.38 eV
Charge: 0
Energy: -185576.849 eV
Frontier orbital gap: 8.2425 eV

Positions of all 134 atoms, in Å:
I: -1.8552 -4.3888 7.3631
Br: -0.3182 -5.5402 1.4807
S: -2.4318 -3.0646 2.6915
S: 0.6822 -4.8539 4.7682
F: 1.3799 -4.5774 6.3544
O: -3.3197 3.1892 4.4877
O: -1.5007 4.0015 -3.1055
O: -3.2845 -4.3453 2.5421
O: 1.8670 -5.5677 4.0308
O: 4.5668 -3.8743 -6.9082
O: -0.4584 6.2437 -7.8378
O: 4.3776 1.6026 1.6530
O: -3.4827 -1.9030 2.4579
O: 5.5783 0.5892 3.4817
O: -1.4752 -3.0021 1.3212
O: 0.2803 -0.6996 -6.6733
O: -0.3218 -6.0744 4.7845
N: -0.3804 -1.1930 7.2014
C: 0.3341 8.4740 -4.3818
C: -1.6671 -1.3439 4.9727
C: 3.6915 2.5883 3.9111
C: -3.9957 -3.2853 5.5181
C: 2.2335 -0.0657 -8.5716
C: 4.5043 -1.6883 -8.6487
C: -1.6302 -1.1000 6.5745
C: -1.4190 3.7386 -5.4375
C: -1.5376 -2.8856 4.3815
C: -2.7149 2.8648 1.5396
C: -0.6687 5.7180 -6.7507
C: 1.4672 -4.9365 -4.2986
C: 3.2605 -1.8633 2.0031
C: 3.5696 -3.1624 -6.8766
C: -2.4470 1.9872 0.1446
C: 2.2699 -2.9515 2.6198
C: -1.1661 4.3302 -6.6742
C: 1.3457 -2.6377 -5.8832
C: 0.1125 7.7562 -5.5582
C: 4.8203 -2.3044 2.4178
C: 0.6435 -2.7823 2.6040
C: -0.1447 -3.5687 1.4051
C: 2.3376 -1.1625 -7.7062
C: -0.8583 1.5108 0.0310
C: 4.5839 1.5595 2.9984
C: -0.7189 5.8879 -4.2655
C: -1.8081 2.2781 -7.7901
C: 5.1982 -1.9631 3.9767
C: 0.0465 -3.2531 4.1069
C: 0.5983 -0.6962 0.7215
C: 2.4528 -3.4813 -5.9649
C: 4.4003 -0.5917 -9.5058
C: -0.4209 6.4629 -5.5003
C: -4.2320 2.5770 2.1033
C: 3.2629 0.2146 -9.4728
C: 1.2508 -1.4431 -6.7470
C: 2.5108 -4.6363 -5.1756
C: -1.8530 2.4079 -5.3764
C: -2.4274 -3.8431 5.3275
C: 3.4661 -1.9797 -7.7540
C: -4.5057 3.2312 3.6169
C: 0.3075 -2.9315 -4.9896
C: -2.0421 1.6791 -6.5526
C: 5.0002 -0.3929 4.4119
C: -5.1306 -4.4261 5.1730
C: 0.4119 -1.1769 2.2740
C: 0.0131 7.9082 -3.1482
C: -2.6922 4.5211 4.6072
C: 0.3713 -4.0798 -4.1990
C: -1.2354 4.5061 -4.1896
C: -1.3704 3.6018 -7.8537
C: -0.8174 -0.1568 0.0107
C: -0.5122 6.6167 -3.0870
C: -2.8840 -0.6945 7.5601
H: 3.3657 -5.3070 -5.2442
H: -2.6087 0.2109 8.2722
H: -0.7566 -0.5288 -1.1171
H: -0.3053 1.8553 1.0149
H: -1.5295 4.3789 4.5092
H: -2.6530 -0.7804 4.6034
H: 0.3606 8.2063 -6.5180
H: -0.5009 -1.0120 8.2429
H: -0.4036 1.9830 -0.9428
H: 4.9661 -3.4801 2.2855
H: 1.3502 0.5707 -8.5500
H: -0.7552 6.1794 -2.1202
H: 2.9163 2.0122 4.6027
H: -0.7824 -0.6234 4.6200
H: 1.2657 0.2944 0.7783
H: -5.6685 -4.0664 4.1802
H: 3.8418 -0.1750 4.5994
H: -3.0490 5.2913 3.7796
H: 1.2058 -1.4241 0.0343
H: 5.5730 -1.6870 1.7366
H: 3.0279 3.3360 3.2615
H: -1.9623 1.7129 -8.7067
H: -2.3741 0.6443 -6.5026
H: 0.3679 -3.4001 0.3372
H: -4.1827 -2.9882 6.6592
H: 5.3931 -2.3161 -8.6836
H: -2.7217 2.6182 -0.8223
H: -5.0180 3.0669 1.3572
H: 3.1582 -0.7511 2.3506
H: 2.6602 -3.1086 3.7398
H: -5.9734 -4.4094 6.0176
H: -1.1850 4.0612 -8.8232
H: -4.7181 -5.5152 5.0646
H: 4.5419 -2.6067 4.7377
H: -5.3351 2.5366 4.1018
H: 0.7554 9.4758 -4.4287
H: -3.1994 1.0847 0.1686
H: 5.5203 -0.2512 5.4530
H: 5.2056 -0.3694 -10.2026
H: -4.4611 1.4198 2.1313
H: 3.2561 -1.8899 0.8096
H: -3.8640 -0.4942 6.9270
H: -0.5537 -2.2703 -4.9105
H: -2.0410 1.9338 -4.4144
H: -3.1283 -1.6084 8.2613
H: 3.1777 1.0637 -10.1475
H: -2.6145 4.0050 1.2073
H: 1.5109 -5.8381 -3.6917
H: -1.7769 -0.5195 0.5737
H: 6.3105 -2.2656 4.1815
H: 1.0664 -0.4775 2.9876
H: 4.4064 3.2516 4.5586
H: -1.9174 2.5729 2.3535
H: 0.5934 -2.4324 4.7941
H: -4.9791 4.3089 3.5207
H: -2.9008 4.9620 5.6808
H: -4.2453 -2.3425 4.8907
H: 0.1773 8.4711 -2.2320
H: -0.7070 -0.8089 2.4780
H: -2.6233 -4.9414 4.8916
H: 2.4900 -3.9878 2.0663
H: -0.4378 -4.3089 -3.5089

Forces on atoms 1 to 2 (eV/Å):
I 0.3 0.1 -0.6
Br 0.4 0.8 0.2

3.
The following is a DFT calculation (the ωB97M-V functional and the def2-TZVPD basis) of a molecular structure, C23H32N6O2 at a distorted geometry.

Energy above the lowest of the compared OMol25 structures with the same formula, charge and spin: 509.6 kcal/mol
Highest occupied orbital energy: -8.23 eV
Charge: 0
Energy: -37387.296 eV
Frontier orbital gap: 7.7726 eV

Positions of all 63 atoms, in Å:
O: -6.1033 2.0050 -0.7402
O: -1.0041 -3.8326 0.5818
N: -0.3833 0.5926 0.3953
N: 2.3459 1.1116 0.8700
N: -5.0143 -0.7140 -0.4377
N: 1.8699 -3.7149 0.4984
N: 2.5216 -1.3535 0.5451
N: -1.9948 -1.8374 0.5633
C: 6.8973 1.9240 -1.1205
C: 1.5373 2.0497 0.5816
C: 6.4958 0.4809 -1.3243
C: 4.5720 -2.1450 -0.8078
C: -5.1344 1.6825 0.0941
C: -0.8833 -2.4025 0.4466
C: 0.3331 -1.9718 0.3961
C: 1.9049 -0.0439 0.6997
C: 1.5313 -2.3272 0.4803
C: -0.1960 4.1783 0.6740
C: -0.6416 2.8053 0.5946
C: 1.3311 4.5406 0.6188
C: -3.3978 -2.3517 0.2991
C: -5.8374 -0.4149 -1.3495
C: 4.9875 0.5419 -1.5426
C: -4.1785 -1.9239 -0.8003
C: 0.1040 1.8147 0.7042
C: 4.3283 -0.9841 -1.7927
C: 2.0535 3.4141 0.8398
C: 3.8824 -1.6845 0.8711
C: -6.9440 0.9361 -0.9757
C: -4.1678 0.7461 -0.0852
C: 0.5086 -0.2978 0.5866
H: -0.7335 5.1107 0.5525
H: 7.9715 1.9492 -1.1157
H: 6.6467 0.0435 -0.3938
H: 5.6882 -2.1963 -0.4414
H: 0.8689 -4.1250 0.4385
H: 4.0566 -3.0118 -0.9026
H: -4.9667 -2.5137 -1.0721
H: 6.6832 2.4116 -2.1971
H: 4.2417 -2.2743 1.4038
H: 4.3106 0.8331 -0.7186
H: 1.6119 5.6114 0.4779
H: -7.5587 0.9483 -1.8488
H: -3.4582 0.7166 -0.9414
H: 2.6443 -3.8584 0.8381
H: 3.2351 -0.7772 -1.7036
H: -1.7297 2.6073 0.4685
H: -3.8930 -2.0411 1.2931
H: 4.8174 -1.4128 -2.5756
H: 6.4190 2.4169 -0.2746
H: 6.9775 -0.0127 -1.8745
H: -4.6090 2.6194 0.7109
H: -3.2241 -3.3710 0.3724
H: -5.4897 -0.0871 -2.4063
H: -7.5144 0.5492 -0.2645
H: 3.0888 3.5505 0.9636
H: -3.4768 0.2286 0.7703
H: 4.4927 1.0750 -2.3264
H: -1.8736 -0.6850 0.4358
H: -5.5442 1.3260 1.1703
H: -3.4259 -1.4800 -1.7036
H: 4.5837 -0.5428 0.9247
H: -6.6631 -1.1498 -1.4776

Forces on atoms 1 to 2 (eV/Å):
O -1.7 1.7 -1.9
O 1.5 4.5 -1.1

4.
The following is a DFT calculation (the ωB97M-V functional and the def2-TZVPD basis) of C18H23NO2 in the gas phase.

Energy above the lowest of the compared OMol25 structures with the same formula, charge and spin: 28.4 kcal/mol
Highest occupied orbital energy: -8.44 eV
Charge: 0
Energy: -24623.911 eV
Frontier orbital gap: 9.2671 eV

Positions of all 44 atoms, in Å:
O: 2.7149 1.2193 0.8771
O: -4.7237 -0.0716 -1.4473
N: -2.8844 0.4068 0.5469
C: 6.1331 0.1236 0.3518
C: -0.8047 -2.7778 0.2329
C: -2.2179 -0.8210 0.9650
C: 1.5765 1.5320 -1.2407
C: -0.8133 1.7796 -1.2124
C: 3.5814 -0.6340 -0.4258
C: -5.0585 -0.4244 -0.1315
C: -1.6218 -1.5771 -0.2264
C: 0.3683 1.4238 0.8393
C: 5.9583 -0.9854 -0.4594
C: 0.3815 1.7391 -1.9064
C: -4.2987 0.4568 0.8675
C: -2.1411 1.6066 0.9030
C: 4.6817 -1.3613 -0.8409
C: 3.7609 0.4885 0.3759
C: 5.0420 0.8611 0.7700
C: -0.8269 1.6227 0.1695
C: 1.5693 1.3682 0.1395
H: -2.4264 -1.9108 -0.8840
H: -4.6426 1.4863 0.7452
H: -2.7325 2.4732 0.5943
H: -6.1366 -0.2861 -0.0221
H: -0.9857 -0.8967 -0.7947
H: -1.7436 1.9307 -1.7384
H: 6.8125 -1.5572 -0.7886
H: 0.3878 1.8704 -2.9783
H: -1.4219 -3.4665 0.8063
H: -1.9671 1.6782 1.9905
H: -4.8249 -1.4847 0.0487
H: -1.4124 -0.5906 1.6727
H: 0.3928 1.3087 1.9127
H: 7.1253 0.4193 0.6584
H: 4.5365 -2.2321 -1.4631
H: 2.5110 1.5052 -1.7816
H: 5.1602 1.7264 1.4035
H: -2.9283 -1.4741 1.4830
H: -3.7680 0.0931 -1.4369
H: 2.5846 -0.9365 -0.7129
H: 0.0235 -2.4566 0.8616
H: -4.5222 0.1375 1.8985
H: -0.3989 -3.3126 -0.6224

Forces on atoms 1 to 2 (eV/Å):
O 0.0 0.1 0.2
O 0.1 0.1 -0.4